#1
77
Properties=species:S:1:pos:R:3 method="wB97M-V/def2-TZVPD" lumo_ev=4.173 charge=-2 orbital_gap_ev=6.7 homo_ha=-0.0942
K 0.922 0.250 0.177
O 1.590 3.617 2.935
C 1.802 2.993 1.883
O 2.255 1.819 1.752
C 1.627 3.811 0.566
C 2.625 3.370 -0.519
C 2.898 4.528 -1.490
C 1.560 4.575 -2.270
C 0.806 3.390 -1.643
O 1.865 2.472 -1.349
C 0.288 3.764 -0.236
C -0.848 2.813 0.200
O -1.801 2.719 -0.629
O -0.759 2.219 1.279
H 1.824 4.845 0.856
H 3.497 2.850 -0.133
H 3.732 4.288 -2.152
H 3.127 5.456 -0.964
H 1.714 4.411 -3.338
H 1.019 5.514 -2.142
H 0.065 2.918 -2.281
H -0.172 4.755 -0.271
O 2.532 -4.225 -1.816
C 2.443 -3.033 -1.515
N 1.637 -2.072 -1.996
C 1.105 -2.195 -3.221
O 1.485 -2.863 -4.185
C -0.110 -1.291 -3.461
C -0.857 -1.518 -4.616
C -1.964 -0.731 -4.871
C -2.284 0.276 -3.972
C -1.480 0.441 -2.852
N -0.421 -0.329 -2.590
C 3.305 -2.556 -0.343
C 4.104 -3.477 0.324
C 4.832 -3.064 1.425
C 4.741 -1.740 1.827
C 3.937 -0.885 1.080
N 3.244 -1.275 0.020
H -0.535 -2.309 -5.278
H -2.567 -0.895 -5.757
H -3.138 0.924 -4.121
H -1.693 1.223 -2.128
H 4.111 -4.497 -0.036
H 5.454 -3.769 1.969
H 5.268 -1.364 2.695
H 3.813 0.155 1.374
C -5.736 -1.072 0.443
C -4.566 -0.091 0.454
C -4.496 0.646 -0.889
C -4.742 0.924 1.579
N -3.366 -0.897 0.735
N -2.141 -0.176 0.807
H -6.676 -0.552 0.242
H -5.810 -1.583 1.405
H -5.596 -1.828 -0.335
H -5.432 1.181 -1.075
H -4.340 -0.065 -1.706
H -3.686 1.379 -0.899
H -5.678 1.474 1.448
H -3.923 1.645 1.580
H -4.765 0.415 2.546
H -3.250 -1.584 -0.003
H -2.059 0.244 1.724
H -2.136 0.627 0.175
C 0.655 -2.717 4.909
N 0.874 -3.020 3.520
C 1.651 -4.192 3.190
C 0.524 -2.140 2.541
O 0.755 -2.310 1.364
H 0.078 -3.510 5.397
H 0.101 -1.784 4.995
H 1.603 -2.603 5.444
H 1.165 -5.094 3.573
H 2.655 -4.122 3.620
H 1.739 -4.253 2.108
H -0.001 -1.250 2.924


#2
77
Properties=species:S:1:pos:R:3 method="wB97M-V/def2-TZVPD" lumo_ev=4.238 charge=-2 orbital_gap_ev=7.1 homo_ha=-0.1054
K 0.494 -0.327 0.258
O 4.015 -2.467 -1.107
C 3.260 -1.877 -0.303
O 2.035 -2.065 -0.152
C 3.935 -0.694 0.443
C 3.879 0.517 -0.503
C 4.870 1.611 -0.072
C 4.119 2.245 1.120
C 2.893 1.330 1.205
O 2.610 1.106 -0.192
C 3.313 -0.055 1.726
C 2.221 -0.842 2.521
O 2.625 -1.844 3.117
O 1.066 -0.335 2.533
H 4.971 -0.993 0.609
H 3.922 0.258 -1.561
H 5.020 2.333 -0.876
H 5.839 1.190 0.201
H 3.819 3.270 0.896
H 4.697 2.245 2.045
H 2.018 1.742 1.696
H 4.119 0.064 2.458
O -3.382 3.334 -0.719
C -2.960 2.462 0.050
N -3.027 1.153 -0.058
C -3.996 0.283 -0.191
O -5.211 0.428 0.004
C -3.501 -1.115 -0.547
C -4.430 -2.120 -0.808
C -3.970 -3.382 -1.134
C -2.601 -3.606 -1.189
C -1.754 -2.541 -0.915
N -2.192 -1.327 -0.602
C -2.125 2.925 1.236
C -2.388 4.169 1.805
C -1.658 4.560 2.911
C -0.681 3.707 3.403
C -0.476 2.495 2.757
N -1.178 2.113 1.697
H -5.480 -1.874 -0.740
H -4.668 -4.186 -1.341
H -2.193 -4.577 -1.434
H -0.675 -2.656 -0.957
H -3.155 4.788 1.362
H -1.844 5.519 3.383
H -0.085 3.967 4.268
H 0.263 1.775 3.096
C 1.019 5.068 -0.170
C 0.381 4.706 -1.508
C -0.910 5.507 -1.712
C 1.358 4.988 -2.647
N 0.151 3.265 -1.457
N -0.620 2.789 -2.566
H 1.317 6.118 -0.153
H 1.898 4.446 -0.001
H 0.320 4.901 0.651
H -0.704 6.581 -1.696
H -1.640 5.270 -0.936
H -1.360 5.257 -2.671
H 1.540 6.061 -2.745
H 0.947 4.610 -3.582
H 2.305 4.482 -2.459
H -0.324 3.040 -0.584
H -0.390 1.806 -2.678
H -1.616 2.839 -2.341
C 2.512 -2.604 -3.948
N 1.264 -1.891 -3.789
C 0.153 -2.221 -4.645
C 1.138 -0.922 -2.865
O 0.115 -0.298 -2.653
H 2.301 -3.666 -4.090
H 3.117 -2.505 -3.040
H 3.067 -2.246 -4.823
H 0.351 -1.931 -5.682
H -0.727 -1.690 -4.288
H -0.035 -3.297 -4.617
H 2.054 -0.767 -2.288


#1 ends up most stable, edging out the next structure by 0.0082 hartree.